A 10-piece molecular cluster, C37H103N9O10 overall in a non-equilibrium geometry. Source: the OMol25 dataset; level of theory: ωB97M-V/def2-TZVPD.

XYZ file:
```
159
Properties=species:S:1:pos:R:3:forces:R:3
C 23.921470 3.716810 -21.491590 0.059 -0.247 -0.062
C 25.177690 3.226320 -20.760640 1.523 -0.029 -2.062
C 26.475820 3.551650 -21.628350 -0.621 -1.473 0.658
O 26.530850 4.911560 -21.881680 0.772 1.112 -2.113
C 27.523770 5.249790 -22.917830 -0.111 0.216 1.178
N 25.324620 3.877710 -19.522170 -1.522 1.132 1.617
H 23.923630 4.798390 -21.626800 0.373 0.094 0.060
H 22.996940 3.509780 -20.952620 0.070 -0.296 0.082
H 23.859220 3.289820 -22.492540 -0.074 -0.121 0.042
H 25.204400 2.155290 -20.559930 -0.339 -0.236 -0.440
H 26.502210 2.893880 -22.497110 -0.324 0.302 -0.679
H 27.388550 3.276670 -21.099740 0.012 -0.254 0.615
H 27.463680 4.684900 -23.848090 -0.637 -0.171 0.108
H 28.540480 5.102990 -22.553350 0.065 -0.308 0.378
H 27.474930 6.318960 -23.124240 -0.495 -0.111 0.028
H 26.184640 3.637040 -19.050440 0.596 0.033 0.017
H 25.368300 4.853000 -19.781020 0.220 0.468 0.464
C 19.137350 2.446670 -20.035920 0.334 0.142 0.228
C 17.955250 1.861270 -20.828320 0.588 0.627 1.825
C 16.562520 2.002540 -20.172580 0.388 -0.838 -0.628
O 15.694240 1.406530 -21.149450 0.445 0.230 0.140
C 14.406780 1.132890 -20.680240 -0.286 0.103 0.819
N 17.995670 2.426450 -22.154070 -0.439 -0.668 -0.452
H 20.036390 2.414720 -20.651390 -0.120 -0.050 -0.329
H 19.438840 1.911600 -19.135420 -0.487 -0.253 0.177
H 19.035620 3.492950 -19.747740 -0.367 0.141 -0.105
H 18.132090 0.786260 -20.793820 0.006 -0.136 -0.840
H 16.311420 3.030760 -19.912190 -0.269 0.353 -0.380
H 16.502970 1.436510 -19.242970 0.085 -0.238 0.187
H 13.762820 0.701630 -21.446680 0.250 0.455 -0.296
H 14.008080 2.048150 -20.242710 -0.569 0.096 -0.200
H 14.400520 0.397930 -19.875320 0.300 -0.226 0.254
H 17.150360 2.070540 -22.577010 -0.064 -0.138 -0.680
H 17.824060 3.421320 -22.124230 0.217 0.362 0.275
C 24.364830 -1.392830 -19.932190 -0.553 0.784 -0.541
C 25.109760 -2.475870 -20.655480 0.139 0.433 1.481
C 26.591870 -2.491720 -20.219880 0.742 -0.645 -1.757
O 27.344010 -1.430620 -20.808100 -0.435 0.615 -0.337
C 28.740500 -1.520940 -20.573110 -0.457 0.507 0.877
N 24.454860 -3.725310 -20.257170 0.445 -0.747 -0.303
H 24.263070 -1.580100 -18.863230 0.516 0.243 0.166
H 23.345260 -1.462860 -20.311230 -0.219 0.465 -0.063
H 24.785170 -0.425880 -20.208610 -0.130 0.316 0.472
H 24.988300 -2.235530 -21.711700 0.390 -0.631 -0.178
H 27.089490 -3.357950 -20.655890 -0.388 -0.768 0.379
H 26.713800 -2.527870 -19.137320 -0.162 0.160 0.302
H 29.216240 -2.463070 -20.845460 -0.313 -0.255 -0.147
H 28.864090 -1.340810 -19.505220 0.468 -0.290 0.298
H 29.272320 -0.705980 -21.064140 -0.374 -0.036 -0.325
H 23.451700 -3.615900 -20.299570 -0.271 0.085 -0.686
H 24.548980 -3.803340 -19.254600 0.574 -0.235 0.360
C 22.411360 10.233890 -17.168810 -0.858 -0.077 0.770
C 23.487560 9.780880 -16.174560 1.271 1.087 -2.170
C 24.278500 8.566300 -16.632100 -0.540 -0.969 0.563
O 23.426230 7.431040 -16.857600 -0.692 -0.323 -1.005
C 24.106890 6.343080 -17.495860 0.889 -0.074 0.557
N 24.510210 10.879730 -16.145500 -0.472 -0.419 1.164
H 22.712940 10.449470 -18.193830 0.525 -0.301 0.091
H 21.962620 11.160290 -16.810310 0.149 0.094 0.155
H 21.583050 9.525700 -17.190200 0.055 -0.195 -0.185
H 23.057260 9.593580 -15.190760 0.074 0.328 0.053
H 24.960570 8.288130 -15.828670 0.359 0.008 0.208
H 24.901840 8.791910 -17.497350 -0.285 -0.025 -0.358
H 23.567180 5.525740 -17.974150 -1.248 0.480 0.423
H 24.666270 5.877190 -16.684600 0.680 -0.233 -0.362
H 24.743050 6.663060 -18.321100 0.372 0.437 0.278
H 25.289730 10.569750 -15.583030 0.154 0.144 0.465
H 24.941470 11.043790 -17.043940 -0.446 -0.064 -0.464
C 27.078070 1.234770 -18.071710 -0.382 -0.814 0.140
C 28.361160 2.024100 -18.065420 0.586 1.525 0.270
C 29.432530 1.755470 -19.107400 0.056 -1.287 -0.174
O 30.636970 2.508910 -19.037370 -0.575 0.473 0.134
C 31.288210 2.623030 -17.783070 0.416 0.186 -0.267
N 27.969170 3.434680 -18.227110 0.099 0.549 -0.181
H 26.515600 1.514680 -17.180990 0.038 -0.056 0.158
H 27.206760 0.153120 -18.031870 0.174 -0.069 -0.020
H 26.390590 1.450110 -18.889690 0.417 0.064 -0.345
H 28.809220 1.980330 -17.072730 0.183 -0.674 0.202
H 28.968030 1.924400 -20.078890 0.273 0.336 -0.216
H 29.740270 0.709990 -19.126670 -0.236 -0.307 0.326
H 31.458130 1.694940 -17.237290 -0.429 -0.368 -0.119
H 30.803870 3.347730 -17.128600 -0.195 0.000 0.130
H 32.288600 2.995340 -18.003750 -0.081 0.150 -0.079
H 28.761970 3.979460 -18.534980 0.326 -0.023 -0.488
H 27.817020 3.810000 -17.301860 -0.215 -0.108 0.127
C 28.825500 6.180890 -13.724420 0.480 -0.556 -1.313
C 28.873930 6.116110 -15.278810 -0.761 0.574 0.253
C 27.524160 5.663030 -15.835110 0.659 -0.363 -0.142
O 27.446410 4.271650 -15.634180 -0.880 -0.398 0.823
C 26.134200 3.760230 -15.611950 -0.392 -0.666 0.796
N 29.185900 7.437750 -15.803440 0.370 -0.068 0.479
H 29.830360 6.350910 -13.337820 -0.147 0.211 0.077
H 28.478750 5.220820 -13.342140 -0.140 0.106 0.100
H 28.146010 6.985760 -13.444100 0.033 -0.009 0.224
H 29.612110 5.406190 -15.651920 0.165 -0.069 0.228
H 27.474200 5.835630 -16.910200 0.015 0.343 -0.319
H 26.689760 6.197120 -15.380550 -0.148 0.050 0.309
H 26.136750 2.786200 -15.122700 0.417 -0.184 -0.193
H 25.659200 3.632780 -16.584700 0.154 0.251 -0.363
H 25.461740 4.316440 -14.958870 0.046 0.598 -0.011
H 28.562570 8.101080 -15.365770 0.004 0.340 -0.230
H 29.105900 7.478740 -16.809430 -0.070 0.116 -0.047
C 18.432280 6.723770 -17.266080 -0.299 0.472 0.253
C 19.486090 5.822900 -17.839320 0.294 1.183 -0.566
C 20.598370 6.750190 -18.429910 1.063 -2.519 0.901
O 20.198400 7.503450 -19.518190 -0.893 1.100 0.593
C 21.286800 8.136510 -20.156480 0.027 0.083 -1.128
N 20.015320 4.914170 -16.783460 0.700 0.440 -0.871
H 17.451620 6.277880 -17.099960 0.021 -0.090 -0.200
H 18.362910 7.587010 -17.927970 -0.451 -0.042 -0.003
H 18.771320 7.107750 -16.303940 0.085 0.033 0.127
H 19.142360 5.329820 -18.748620 -0.376 -0.648 0.307
H 21.376360 6.086950 -18.808000 0.387 -0.530 -0.001
H 21.090560 7.207300 -17.571490 -0.143 1.183 -0.107
H 21.771730 7.407610 -20.805830 0.671 -0.286 0.393
H 21.964110 8.678720 -19.496660 0.062 -0.430 0.263
H 20.959750 8.866550 -20.896880 -0.704 0.119 0.335
H 20.753810 4.354260 -17.185000 0.433 -0.318 -0.246
H 19.321330 4.248470 -16.474710 -0.403 0.096 0.110
C 21.478240 4.980830 -12.783750 0.110 -1.204 1.498
C 22.393650 5.196320 -13.953150 -0.123 0.919 1.270
C 22.565170 3.853740 -14.765370 0.753 -0.191 -0.501
O 23.316910 2.916810 -14.022140 -0.231 1.487 -0.345
C 23.516010 1.723270 -14.763810 -0.054 -1.209 1.176
N 21.712220 6.213730 -14.696130 2.274 -2.999 -1.469
H 21.974590 4.315700 -12.077110 0.031 -0.141 0.018
H 20.594170 4.442040 -13.124680 -0.281 0.311 0.139
H 21.253200 5.887720 -12.222490 -0.166 0.007 -0.347
H 23.378820 5.560360 -13.661600 0.145 -0.175 -0.035
H 23.089390 4.108120 -15.686560 0.165 0.030 -0.232
H 21.607500 3.437130 -15.077480 -0.412 0.079 0.289
H 24.190180 1.115460 -14.160360 0.260 0.180 -0.018
H 23.940570 1.804490 -15.764440 -0.314 0.494 -0.088
H 22.591210 1.148890 -14.709600 -0.243 -0.014 -0.709
H 22.344790 6.496500 -15.430980 0.708 2.239 -0.513
H 21.047750 5.663480 -15.221310 -3.052 0.331 -0.643
C 21.001110 -1.603230 -16.182430 0.821 0.443 0.651
C 20.067450 -2.279680 -15.198750 1.551 -0.049 0.085
C 20.446320 -1.992600 -13.699060 -1.631 0.542 -1.411
O 21.790380 -2.136720 -13.338120 -1.202 -1.546 -0.405
C 22.025350 -3.543610 -13.231060 2.589 -0.110 0.790
N 18.785800 -1.717460 -15.529740 -1.317 -0.292 0.305
H 20.792070 -1.811250 -17.231770 -0.126 -0.122 0.079
H 22.055500 -1.781860 -15.971590 0.050 -0.288 -0.082
H 20.838840 -0.543130 -15.987620 0.066 0.253 -0.343
H 20.054920 -3.357460 -15.360980 0.245 -0.284 0.100
H 19.780450 -2.665130 -13.158300 0.150 -0.165 0.592
H 20.082940 -0.988590 -13.479960 0.354 0.278 0.034
H 23.072900 -3.571190 -12.931080 0.179 -0.221 -0.011
H 21.995030 -4.177040 -14.117600 -0.516 0.589 -0.532
H 21.532130 -4.093500 -12.429520 -0.762 0.572 0.112
H 18.530710 -2.182100 -16.389470 -0.118 0.342 -0.625
H 18.080340 -2.113290 -14.924980 -0.299 0.134 0.618
C 22.607400 1.833840 -18.626970 -0.665 -0.941 0.343
O 22.865990 3.079790 -18.017780 -0.698 -0.171 0.219
H 22.228520 1.895320 -19.647150 0.336 0.242 -0.208
H 23.468140 1.167930 -18.565530 0.225 0.043 -0.254
H 21.814720 1.309780 -18.093000 -0.093 0.161 0.329
H 23.657700 3.378550 -18.471130 1.018 0.767 -0.374
```
Forces are in eV/Å.

Values from the calculation:
Charge   +1
Multiplicity   2
E   -73909.9980 eV
<S²>   0.7553